{
  "formula": "C28H54AsBGeN6ORhS3",
  "method": "ωB97M-V/def2-TZVPD",
  "species": ["Rh", "C", "C", "C", "C", "N", "C", "C", "N", "B", "N", "C", "C", "N", "C", "S", "C", "C", "C", "C", "N", "C", "C", "N", "C", "S", "C", "C", "C", "C", "C", "S", "H", "H", "H", "H", "H", "H", "H", "H", "H", "H", "H", "H", "H", "H", "H", "H", "H", "H", "H", "H", "H", "H", "H", "H", "H", "H", "H", "H", "H", "H", "H", "H", "H", "H", "C", "Ge", "C", "C", "C", "H", "H", "H", "H", "H", "H", "H", "H", "H", "H", "H", "C", "As", "C", "C", "O", "H", "H", "H", "H", "H", "H", "H", "H", "H"],
  "positions_angstrom": [[-0.50548, 0.08922, -0.25605], [4.27107, 2.58513, -2.07140], [3.62000, 1.59975, -3.04188], [2.32935, 2.21571, -3.56157], [4.53150, 1.30791, -4.23316], [3.43324, 0.31008, -2.29301], [4.55032, -0.32201, -1.77404], [4.12941, -1.41983, -1.12430], [2.75700, -1.47779, -1.22761], [2.05718, -2.59489, -0.39564], [2.06543, -2.27640, 1.11498], [2.17596, -3.31158, 2.01611], [2.03382, -2.80212, 3.25053], [1.84000, -1.43642, 3.12076], [1.85844, -1.13180, 1.79997], [1.66528, 0.40987, 1.05400], [1.61640, -0.61721, 4.35880], [0.38749, -1.19799, 5.06259], [2.86642, -0.75254, 5.22734], [1.36043, 0.86046, 4.09762], [0.66272, -3.03647, -0.93226], [0.60944, -3.79149, -2.08009], [-0.67453, -4.13703, -2.29835], [-1.42842, -3.59091, -1.27725], [-0.58934, -2.91605, -0.45290], [-1.00993, -1.99078, 0.95586], [-2.89453, -3.84695, -1.07714], [-3.09621, -4.59308, 0.24018], [-3.65603, -2.52479, -1.12674], [-3.38783, -4.73190, -2.21729], [2.34513, -0.41773, -1.94174], [0.68114, -0.10320, -2.32338], [4.38563, 3.55120, -2.56319], [5.25920, 2.25880, -1.75069], [3.64831, 2.71422, -1.18575], [2.61432, 3.12559, -4.09292], [1.65074, 2.48308, -2.75506], [1.80854, 1.56137, -4.25640], [4.69921, 2.23004, -4.78940], [4.06889, 0.58201, -4.90217], [5.50453, 0.92598, -3.92877], [5.54143, 0.06016, -1.92176], [4.68257, -2.17277, -0.59392], [2.76096, -3.56356, -0.53069], [2.35442, -4.32007, 1.69096], [2.07339, -3.28564, 4.20684], [0.53779, -2.22631, 5.38707], [-0.47812, -1.16987, 4.39950], [0.16733, -0.60092, 5.94748], [3.06977, -1.78667, 5.50237], [2.72623, -0.18646, 6.14818], [3.73926, -0.35442, 4.70937], [0.47232, 1.02246, 3.49083], [2.19903, 1.35106, 3.61220], [1.20738, 1.31874, 5.07682], [1.49642, -4.02445, -2.64041], [-1.10563, -4.72125, -3.08631], [-2.80144, -3.99088, 1.09473], [-2.52153, -5.52028, 0.24323], [-4.15129, -4.84520, 0.34781], [-3.36286, -1.85488, -0.32606], [-4.72205, -2.73943, -1.03764], [-3.47317, -2.01563, -2.07326], [-2.91659, -5.71496, -2.21035], [-3.24063, -4.26702, -3.19232], [-4.45830, -4.87817, -2.08122], [0.03634, 4.60352, 2.38488], [-1.64136, 3.61821, 2.41875], [-3.09352, 4.70591, 1.69923], [-2.10091, 3.00132, 4.20859], [-1.37002, 2.02819, 1.30972], [-0.04955, 5.53815, 2.93863], [0.31416, 4.84379, 1.35766], [0.83786, 4.01107, 2.82538], [-3.29647, 5.52895, 2.38465], [-4.00911, 4.12472, 1.59170], [-2.83233, 5.13072, 0.73060], [-2.40122, 3.84150, 4.83458], [-1.25502, 2.50610, 4.68183], [-2.93228, 2.29730, 4.16603], [-0.52764, 2.04664, 0.60936], [-1.81392, 1.07704, 1.59529], [-4.69227, 1.14947, -3.00195], [-2.91364, 1.56931, -2.43909], [-2.99788, 3.18435, -1.41343], [-1.87928, 1.94422, -4.00566], [-2.28998, 0.29191, -1.57066], [-5.07667, 1.93664, -3.64854], [-5.32676, 1.04721, -2.12334], [-4.66662, 0.20408, -3.54099], [-3.53499, 3.95239, -1.96799], [-1.98510, 3.52453, -1.19992], [-3.50663, 2.97483, -0.47396], [-2.38087, 2.69587, -4.61368], [-1.75882, 1.02014, -4.56832], [-0.89644, 2.29891, -3.70136]],
  "forces_ev_per_a": [[0.203, -0.392, -0.141], [0.031, 0.056, -0.003], [-0.018, -0.088, 0.047], [-0.014, 0.024, -0.021], [0.029, 0.035, -0.036], [-0.020, -0.057, -0.013], [0.003, -0.062, 0.044], [0.075, 0.091, -0.045], [0.108, -0.024, -0.002], [0.026, -0.034, -0.008], [0.021, 0.020, 0.033], [-0.022, -0.029, 0.092], [0.062, -0.085, -0.041], [-0.013, 0.005, -0.049], [-0.025, 0.176, -0.057], [-0.009, 0.004, 0.010], [-0.010, -0.049, -0.064], [-0.006, 0.023, 0.028], [0.006, 0.010, 0.053], [-0.009, 0.009, 0.039], [-0.029, -0.062, -0.056], [-0.053, 0.013, -0.044], [0.042, 0.031, -0.041], [0.078, -0.107, 0.136], [-0.099, 0.204, 0.124], [-0.019, -0.002, -0.116], [0.083, 0.059, -0.111], [-0.006, 0.040, -0.020], [-0.041, -0.089, 0.010], [-0.079, -0.035, -0.003], [-0.299, 0.100, -0.007], [0.154, -0.057, -0.125], [-0.002, 0.002, 0.001], [0.007, -0.013, 0.009], [-0.016, -0.001, 0.008], [-0.023, -0.012, 0.009], [-0.002, -0.001, 0.022], [-0.006, -0.024, -0.011], [-0.002, 0.001, -0.005], [-0.012, -0.009, -0.002], [0.006, -0.006, 0.005], [0.026, -0.022, 0.020], [0.024, -0.009, 0.011], [0.008, -0.014, 0.020], [-0.011, -0.027, 0.014], [-0.002, -0.032, 0.010], [0.010, -0.022, -0.007], [-0.004, 0.008, -0.012], [-0.004, -0.001, 0.006], [-0.001, -0.008, -0.001], [0.003, 0.004, 0.003], [-0.002, 0.005, -0.018], [-0.022, -0.001, -0.002], [0.036, 0.001, -0.012], [0.000, 0.027, -0.015], [0.015, -0.014, -0.015], [0.037, -0.019, -0.004], [0.025, 0.035, 0.035], [0.006, -0.007, 0.002], [-0.012, -0.001, -0.005], [0.014, 0.025, 0.034], [-0.016, 0.015, 0.000], [0.010, -0.016, 0.005], [0.013, -0.006, -0.002], [-0.013, 0.024, -0.007], [-0.003, -0.019, -0.004], [0.042, 0.077, -0.024], [0.063, -0.255, -0.068], [-0.052, 0.097, 0.011], [-0.075, 0.020, 0.040], [-0.032, 0.358, 0.387], [0.001, 0.006, 0.014], [0.009, 0.006, -0.004], [0.000, -0.024, 0.005], [-0.012, 0.018, 0.005], [-0.015, -0.012, 0.019], [0.009, 0.010, -0.001], [0.004, 0.010, 0.010], [0.041, -0.018, -0.005], [-0.014, -0.006, 0.003], [-0.131, 0.090, 0.067], [0.003, -0.026, -0.092], [-0.043, -0.052, 0.001], [0.079, -0.057, 0.088], [0.012, 0.007, 0.022], [0.046, -0.043, -0.037], [-0.147, 0.182, -0.045], [-0.011, -0.002, -0.002], [0.012, -0.006, -0.008], [-0.017, 0.012, -0.007], [-0.014, 0.015, -0.016], [-0.024, -0.014, -0.008], [0.014, 0.006, -0.051], [0.005, -0.001, -0.003], [-0.011, 0.010, -0.018], [0.020, 0.000, 0.012]],
  "homo_lumo_gap_ev": [7.376, 6.975],
  "relative_energy_kj_mol": 56.7,
  "max_force_ev_per_a": 0.53,
  "spin_multiplicity": 5,
  "e_homo_ha": [-0.3330, -0.3663],
  "total_charge": 1
}